{
  "formula": "C45H45CoFGeN10O5",
  "method": "wB97M-V/def2-TZVPD",
  "elements": ["Co", "C", "C", "N", "C", "C", "C", "O", "O", "C", "O", "C", "C", "C", "F", "C", "C", "C", "N", "C", "C", "N", "C", "C", "H", "H", "H", "H", "H", "H", "H", "H", "H", "H", "H", "H", "H", "H", "H", "H", "H", "H", "N", "C", "N", "C", "N", "N", "C", "N", "C", "C", "C", "C", "C", "N", "H", "H", "H", "H", "H", "H", "H", "H", "O", "C", "C", "C", "C", "O", "N", "H", "H", "H", "H", "C", "Ge", "C", "C", "C", "C", "C", "C", "C", "C", "C", "C", "C", "C", "C", "C", "C", "C", "H", "H", "H", "H", "H", "H", "H", "H", "H", "H", "H", "H", "H", "H", "H"],
  "coordinates": [[0.7457, 0.6408, -1.1085], [-1.5001, -3.6085, 4.9913], [-0.5627, -2.4103, 5.0033], [-0.6466, -1.6163, 3.7743], [0.2982, -1.7827, 2.8189], [0.3382, -1.1463, 1.6232], [1.5790, -1.4025, 0.7992], [2.3269, -2.3044, 1.1621], [1.8063, -0.6567, -0.2211], [-0.7018, -0.2228, 1.2949], [-0.8398, 0.3802, 0.2229], [-1.7162, -0.0259, 2.3416], [-2.7253, 0.9075, 2.1250], [-3.6757, 1.1182, 3.0799], [-4.6731, 2.0096, 2.8249], [-3.6687, 0.4401, 4.3023], [-2.6562, -0.4742, 4.5223], [-1.6764, -0.7243, 3.5541], [-4.6229, 0.6483, 5.3316], [-5.4271, -0.4728, 5.7651], [-6.7731, -0.5053, 5.0535], [-7.4816, 0.7970, 5.3352], [-6.6692, 1.9897, 4.8833], [-5.2900, 1.9172, 5.5287], [-1.4182, -4.1609, 5.9286], [-1.2447, -4.2833, 4.1733], [-2.5405, -3.3025, 4.8620], [0.4691, -2.7392, 5.0917], [-0.7495, -1.7591, 5.8569], [1.1010, -2.4738, 3.0465], [-2.7463, 1.4479, 1.1871], [-2.6177, -0.9658, 5.4854], [-5.5971, -0.4052, 6.8475], [-4.9099, -1.4098, 5.5806], [-7.4130, -1.3153, 5.3977], [-6.6486, -0.5659, 3.9736], [-7.6544, 0.8676, 6.3393], [-8.3925, 0.8082, 4.8804], [-7.2100, 2.8869, 5.1794], [-6.6133, 1.9308, 3.8009], [-5.4045, 2.0757, 6.6094], [-4.6820, 2.7337, 5.1526], [-0.3069, 3.8176, -1.0280], [-0.7377, 3.1487, -2.0888], [-1.4766, 3.8076, -2.9824], [-1.9490, 3.0810, -3.9836], [-2.6395, 3.7107, -4.9474], [-1.8245, 1.7421, -4.0990], [-1.0688, 1.1959, -3.1785], [-0.4324, 1.8287, -2.1919], [-0.9048, -0.2676, -3.1773], [-1.5553, -1.0910, -4.0723], [-1.3681, -2.4597, -3.9641], [-0.5523, -2.9406, -2.9603], [0.0726, -2.0448, -2.1078], [-0.0944, -0.7294, -2.2209], [-0.5160, 4.7961, -0.9684], [0.2773, 3.3406, -0.3553], [-2.6831, 4.7132, -4.9423], [-2.9411, 3.1902, -5.7506], [-2.1807, -0.6451, -4.8319], [-1.8467, -3.1376, -4.6597], [-0.3611, -3.9986, -2.8419], [0.7610, -2.3821, -1.3481], [1.1895, 1.2811, 2.1491], [1.8656, 1.9409, 1.3765], [3.0284, 2.8091, 1.8340], [3.4638, 3.5407, 0.5796], [2.5465, 2.9928, -0.4963], [2.5209, 3.4096, -1.6332], [1.6877, 2.0247, 0.0116], [3.7926, 2.1544, 2.2550], [2.6860, 3.4636, 2.6342], [4.4918, 3.3494, 0.2745], [3.3339, 4.6216, 0.6344], [1.9825, 1.9035, -4.2705], [2.4068, 0.5880, -2.8692], [4.2377, 0.8231, -2.2149], [5.2112, 1.2132, -3.1338], [6.5329, 1.3900, -2.7428], [6.9019, 1.1686, -1.4234], [5.9444, 0.7665, -0.5006], [4.6222, 0.5975, -0.8933], [2.3713, -1.1264, -3.8755], [1.8108, -1.0934, -5.1292], [1.7310, -2.2420, -5.9531], [2.2145, -3.4349, -5.5065], [2.8028, -3.5319, -4.2194], [3.2821, -4.7728, -3.7305], [3.8147, -4.8722, -2.4761], [3.9030, -3.7267, -1.6567], [3.4686, -2.5145, -2.1141], [2.8917, -2.3750, -3.4011], [2.6766, 1.7977, -5.1100], [2.0743, 2.8963, -3.8473], [0.9717, 1.7675, -4.6634], [4.9434, 1.3880, -4.1711], [7.2744, 1.6972, -3.4706], [7.9327, 1.2997, -1.1174], [6.2297, 0.5750, 0.5282], [3.8853, 0.2647, -0.1702], [1.4142, -0.1634, -5.5212], [1.2888, -2.1628, -6.9400], [2.1631, -4.3239, -6.1267], [3.2143, -5.6442, -4.3731], [4.1725, -5.8268, -2.1100], [4.3039, -3.8004, -0.6537], [3.5307, -1.6549, -1.4628]],
  "lowdin_charge": [0.38, -0.06, -0.18, -0.02, 0.04, -0.04, -0.56, 0.05, -0.13, -0.29, 0.01, -0.04, 0.09, -0.19, 0.04, -0.15, 0.06, -0.12, -0.09, -0.14, -0.07, 0.06, -0.08, -0.13, 0.08, 0.09, 0.06, 0.13, 0.12, 0.15, 0.14, 0.12, 0.14, 0.13, 0.14, 0.14, 0.18, 0.18, 0.14, 0.12, 0.14, 0.14, 0.21, -0.39, 0.19, -0.44, 0.17, 0.19, -0.29, 0.12, -0.19, 0.02, -0.03, -0.01, -0.06, 0.04, 0.12, 0.07, 0.11, 0.11, 0.12, 0.12, 0.12, 0.12, 0.07, -0.45, -0.07, -0.07, -0.52, 0.04, 0.06, 0.12, 0.12, 0.12, 0.12, -0.21, 1.04, -0.29, -0.09, -0.08, -0.09, -0.08, -0.13, -0.22, -0.12, -0.08, -0.04, -0.18, -0.05, -0.08, -0.06, -0.04, -0.18, 0.03, 0.01, 0.00, 0.10, 0.10, 0.10, 0.10, 0.09, 0.08, 0.10, 0.11, 0.11, 0.10, 0.11, 0.07],
  "multiplicity": 1,
  "charge": 1,
  "e_homo_ev": [-8.82, -8.83],
  "orbital_gap_ev": [5.6, 5.6]
}